A cluster of 9 separate species, C59H92FN9O4P in total at a distorted geometry, computed with ωB97M-V/def2-TZVPD.

Charge: +1
2S+1: 1
E_LUMO: -2.75 eV
Orbital gap: 0.2404 Ha

Cartesian coordinates (Å):
1 C 1.8523 -0.4750 4.3592
2 C 0.4774 0.2155 4.8584
3 O -0.6048 0.1649 3.8862
4 C -1.2785 -1.0848 3.8975
5 O -1.2614 -1.9316 4.8266
6 C -2.1918 -1.4119 2.5929
7 C -3.0880 -0.1496 2.1225
8 C -3.1014 0.0876 0.5303
9 C -1.6294 0.4214 -0.0749
10 C -1.3587 1.9959 -0.2931
11 C 0.0499 2.3160 -1.0127
12 C -0.1271 3.7960 -1.6983
13 C 1.2004 4.6844 -1.6342
14 O 1.0504 5.9360 -1.6971
15 F 2.5392 4.1886 -1.5595
16 C 0.4515 1.3216 -2.2100
17 N 0.0466 -0.1140 -2.0108
18 C 1.0515 -0.9270 -1.2017
19 C 1.0152 -2.4234 -1.8688
20 C 2.0198 -2.5443 -3.1266
21 C 3.5492 -2.5120 -2.6086
22 C 4.2046 -1.1339 -3.1276
23 C 5.2577 -0.5454 -2.0582
24 C 5.4229 1.0588 -2.2865
25 C 6.0420 1.6420 -0.8940
26 C 7.3862 0.8604 -0.4140
27 C 7.2026 0.0683 0.9860
28 C 6.7408 -1.4649 0.8272
29 O 7.3262 -2.3691 1.7997
30 C 6.8883 -3.7121 1.3796
31 C -1.3759 -0.2884 -1.5252
32 P -2.5860 0.5092 -2.8061
33 C -4.3494 -0.1981 -2.5793
34 C -2.0818 0.0716 -4.5797
35 H 2.5777 0.3502 3.9842
36 H 2.4123 -1.0051 5.2212
37 H 1.6725 -1.1851 3.4773
38 H 0.7244 1.3399 5.0020
39 H 0.2118 -0.1821 5.8972
40 H -1.4945 -1.7066 1.7275
41 H -2.8777 -2.3225 2.7692
42 H -2.7488 0.8076 2.6606
43 H -4.1799 -0.4063 2.4171
44 H -3.4741 -0.8559 -0.0175
45 H -3.7917 0.9525 0.1977
46 H -0.8779 0.0688 0.7258
47 H -2.1867 2.5511 -0.8539
48 H -1.3069 2.4759 0.7635
49 H 0.8552 2.3848 -0.1859
50 H -0.9359 4.3184 -1.0525
51 H -0.4985 3.6882 -2.7765
52 H 0.0831 1.6569 -3.2391
53 H 1.6112 1.3250 -2.2737
54 H 0.0634 -0.5553 -2.9611
55 H 0.7420 -1.0722 -0.1131
56 H 2.1276 -0.5635 -1.3277
57 H -0.0536 -2.6061 -2.2914
58 H 1.1623 -3.2536 -1.0780
59 H 1.8223 -1.7035 -3.9053
60 H 1.7412 -3.5324 -3.6704
61 H 3.4943 -2.5211 -1.4496
62 H 4.1116 -3.4483 -2.9531
63 H 3.3593 -0.3441 -3.2500
64 H 4.7104 -1.2645 -4.1507
65 H 4.7946 -0.6665 -1.0116
66 H 6.2515 -1.1048 -2.1649
67 H 4.4141 1.5611 -2.4962
68 H 6.1542 1.1895 -3.1646
69 H 6.1868 2.7786 -0.9686
70 H 5.2440 1.4613 -0.0728
71 H 7.8063 0.1637 -1.2397
72 H 8.1975 1.6779 -0.2787
73 H 6.3683 0.6202 1.5701
74 H 8.1828 0.1729 1.5648
75 H 5.5852 -1.5396 0.8595
76 H 7.0321 -1.8300 -0.2393
77 H 5.8652 -3.6975 0.8602
78 H 6.8003 -4.3412 2.3487
79 H 7.6966 -4.1892 0.7145
80 H -1.6723 -1.3930 -1.3753
81 H -4.2113 -1.3369 -2.4236
82 H -4.9963 0.0469 -3.4892
83 H -4.8576 0.2768 -1.6525
84 H -2.8485 0.3538 -5.3814
85 H -1.8612 -1.0565 -4.6738
86 H -1.0918 0.6428 -4.7908
87 N 1.0740 -1.3513 -6.9114
88 C 1.5610 -0.0718 -6.9816
89 C 2.1615 0.0861 -8.2068
90 C 2.0276 -1.1403 -8.9042
91 C 1.3505 -2.0074 -8.0823
92 H 0.5883 -1.7471 -6.1229
93 H 1.4395 0.6131 -6.1551
94 H 2.6429 0.9852 -8.5625
95 H 2.3865 -1.3636 -9.8981
96 H 1.0431 -3.0324 -8.2281
97 N -5.8755 3.2153 -2.5356
98 C -5.8684 2.9593 -3.8814
99 C -7.0440 3.4333 -4.4100
100 C -7.7862 4.0016 -3.3442
101 C -7.0389 3.8549 -2.2011
102 H -5.1396 2.9716 -1.8929
103 H -5.0292 2.4618 -4.3451
104 H -7.3371 3.3784 -5.4483
105 H -8.7589 4.4669 -3.4069
106 H -7.2345 4.1486 -1.1805
107 N -0.9540 -3.4710 8.3559
108 C -1.7329 -2.4417 7.9010
109 C -2.0886 -1.6695 8.9806
110 C -1.4971 -2.2520 10.1291
111 C -0.8005 -3.3604 9.7128
112 H -0.5547 -4.1966 7.7817
113 H -1.9672 -2.3488 6.8525
114 H -2.7050 -0.7829 8.9470
115 H -1.5719 -1.8991 11.1474
116 H -0.2114 -4.0787 10.2633
117 N 4.2090 -4.4580 7.4573
118 C 4.1917 -4.7169 6.1128
119 C 3.0001 -4.2559 5.6077
120 C 2.2744 -3.6930 6.6868
121 C 3.0463 -3.8293 7.8149
122 H 4.9609 -4.6927 8.0858
123 H 5.0258 -5.2068 5.6331
124 H 2.6863 -4.3162 4.5757
125 H 1.2953 -3.2373 6.6429
126 H 2.8684 -3.5351 8.8385
127 N -5.0608 4.4608 1.2197
128 C -5.4107 5.7761 1.0592
129 C -6.1467 6.1556 2.1548
130 C -6.2403 5.0304 3.0116
131 C -5.5590 4.0005 2.4109
132 H -4.5215 3.9178 0.5655
133 H -5.1074 6.3257 0.1806
134 H -6.5700 7.1351 2.3220
135 H -6.7494 4.9801 3.9629
136 H -5.3868 2.9819 2.7259
137 N 3.2371 4.2395 1.5625
138 C 4.3840 3.8866 2.2234
139 C 4.3510 4.4659 3.4686
140 C 3.1372 5.1904 3.5653
141 C 2.4689 5.0306 2.3759
142 H 2.9955 3.9604 0.6243
143 H 5.1232 3.2567 1.7510
144 H 5.1155 4.3770 4.2265
145 H 2.7904 5.7650 4.4118
146 H 1.5163 5.4114 2.0383
147 N 2.1370 -5.4300 -5.9437
148 C 3.4082 -5.9275 -6.0631
149 C 3.3165 -7.2865 -6.2385
150 C 1.9398 -7.6218 -6.2307
151 C 1.2355 -6.4569 -6.0500
152 H 1.9019 -4.4611 -5.8012
153 H 4.2655 -5.2730 -6.0115
154 H 4.1484 -7.9645 -6.3605
155 H 1.5115 -8.6068 -6.3453
156 H 0.1737 -6.2701 -5.9868
157 N -10.7654 1.3819 1.2782
158 C -9.5267 1.8280 1.6552
159 C -9.1692 2.8501 0.8096
160 C -10.2335 3.0312 -0.1073
161 C -11.2058 2.1136 0.2075
162 H -11.2740 0.6329 1.7202
163 H -9.0075 1.3799 2.4892
164 H -8.2438 3.4070 0.8481
165 H -10.2833 3.7538 -0.9089
166 H -12.1699 1.9178 -0.2373

Force components x, y, z for each atom (eV/Å):
C 0.324 0.615 -0.194
C 2.134 1.114 1.368
O -0.665 -3.076 0.324
C -0.974 -2.113 1.419
O 0.629 3.471 -3.371
C 0.231 0.821 -0.359
C -0.605 -0.149 -0.207
C 0.648 -0.041 -0.777
C 0.258 0.914 -0.415
C 0.276 0.175 1.123
C -0.786 0.704 -0.504
C 0.846 -1.284 1.393
C -1.206 6.061 -0.791
O 1.250 -6.279 0.435
F -2.897 -0.002 -0.067
C 1.574 1.427 0.245
N 0.278 -0.631 -0.129
C 0.543 -2.994 0.022
C -0.717 0.152 -0.730
C -0.417 -0.913 0.370
C -0.788 0.589 -0.406
C 0.402 -0.025 0.774
C -1.244 0.841 -0.962
C 1.156 -1.009 1.140
C -0.468 -0.502 -0.359
C 0.343 0.734 -0.085
C -0.400 0.297 -0.046
C 0.238 0.544 -1.071
O -1.677 -0.349 -1.792
C 0.533 -0.635 1.167
C -2.142 -1.022 1.473
P -1.139 1.784 -0.580
C 0.358 -1.013 0.722
C 1.325 -1.253 -0.044
H -1.279 -1.357 0.510
H -1.185 0.663 -1.464
H 0.208 0.796 1.422
H -0.761 -1.875 -0.371
H -0.141 0.341 -1.750
H -0.746 0.397 1.336
H 1.379 1.533 0.158
H -0.569 -1.454 -0.821
H 1.825 0.754 -0.350
H 0.409 1.303 1.028
H 0.905 -1.375 0.838
H -0.886 0.354 -1.500
H 1.020 -1.187 0.675
H -0.059 -0.698 -1.723
H -1.097 -0.399 -1.556
H 1.680 -0.400 -1.333
H 0.642 0.390 1.558
H 0.171 -0.398 1.668
H -1.932 -0.100 -0.029
H 0.124 0.417 0.836
H 0.387 0.894 -1.577
H -1.748 0.010 0.318
H 1.544 0.312 0.878
H 0.098 1.474 -1.341
H 0.338 -1.195 1.307
H 0.605 1.565 0.973
H 0.353 0.005 -1.869
H -0.738 1.463 0.504
H 1.336 -1.275 0.110
H -0.876 0.179 1.451
H 0.876 -0.087 -1.449
H -1.513 0.921 0.400
H 1.415 -0.757 0.149
H -1.210 0.184 1.278
H -0.021 -1.709 0.099
H 1.114 0.345 -1.303
H -0.826 1.087 1.347
H -1.293 -1.452 -0.057
H 1.535 -0.822 -0.707
H -1.443 -0.511 -0.695
H 1.653 0.133 0.156
H -0.309 0.566 1.663
H 1.495 0.038 0.695
H 0.148 1.005 -1.672
H -1.324 0.745 0.789
H 1.151 1.392 -0.421
H -0.820 1.719 -0.312
H 1.129 -0.411 1.166
H 0.971 -0.882 -1.624
H 0.982 -0.240 1.465
H -0.349 1.561 -0.172
H -1.701 -0.903 0.124
N -0.045 -0.044 0.077
C 0.089 0.123 0.027
C -0.053 0.166 0.248
C -0.105 -0.253 0.048
C 0.059 -0.127 -0.114
H 0.041 0.069 -0.240
H 0.050 -0.007 -0.097
H -0.063 -0.094 0.041
H -0.052 0.018 0.117
H 0.048 0.099 -0.037
N 0.030 0.024 0.067
C 0.028 -0.125 -0.197
C 0.222 -0.132 -0.070
C 0.051 0.047 0.279
C -0.175 0.086 0.071
H -0.151 0.071 -0.173
H -0.067 0.095 -0.003
H 0.043 0.010 0.109
H 0.115 -0.051 0.018
H -0.014 -0.023 -0.115
N -0.007 0.076 0.061
C -0.143 0.030 -0.076
C -0.003 -0.001 -0.237
C 0.180 -0.159 0.157
C 0.024 -0.041 0.071
H -0.063 0.137 0.129
H 0.024 -0.010 0.196
H 0.055 -0.095 -0.002
H 0.019 -0.052 -0.103
H -0.086 0.081 -0.028
N -0.102 0.070 -0.108
C 0.047 -0.053 -0.033
C 0.250 -0.105 -0.119
C -0.106 0.089 0.219
C -0.004 -0.020 0.104
H -0.149 0.058 -0.127
H -0.108 0.044 0.033
H 0.041 -0.011 0.098
H 0.108 0.019 0.013
H -0.030 -0.011 -0.122
N 0.029 -0.025 -0.033
C -0.066 0.181 -0.093
C 0.119 0.074 -0.256
C 0.084 -0.286 0.043
C -0.079 -0.122 0.149
H -0.090 0.158 0.179
H -0.066 -0.025 0.095
H 0.054 -0.109 -0.030
H 0.056 -0.006 -0.110
H -0.052 0.102 0.005
N -0.086 -0.140 0.006
C 0.097 -0.057 0.036
C 0.148 -0.197 -0.135
C -0.271 0.058 -0.078
C -0.079 0.033 0.043
H 0.198 0.169 0.179
H -0.033 0.099 0.059
H -0.073 0.016 -0.094
H 0.037 -0.049 -0.105
H 0.111 0.039 0.055
N -0.023 0.019 0.018
C 0.158 -0.019 0.054
C 0.190 0.221 0.028
C -0.281 0.085 0.027
C -0.118 -0.094 0.039
H 0.113 -0.195 -0.148
H -0.067 -0.093 -0.036
H -0.088 0.087 0.002
H 0.038 0.118 0.002
H 0.098 -0.067 -0.023
N 0.035 0.070 -0.025
C 0.086 -0.061 0.017
C 0.153 -0.126 0.175
C -0.249 -0.063 -0.124
C -0.025 -0.010 -0.057
H 0.088 0.180 -0.079
H -0.042 0.082 -0.076
H -0.090 -0.025 0.100
H -0.015 -0.081 0.084
H 0.112 0.050 0.030